No. 1
24
Properties=species:S:1:pos:R:3:forces:R:3:nbo_charge:R:1 method="wB97M-V/def2-TZVPD" e_above_lowest_kj_mol=394.3 charge=0 smiles="C=CCC1=C=NC=Nc2ccccc21" total_energy_ev=-15581.6531 molar_mass_da=182.23
C 1.6330 2.3906 -1.1972 -1.153 1.234 -1.018 -0.38
C 0.4903 2.5191 -0.5055 3.758 -1.923 0.792 -0.16
C 0.4909 1.8100 0.8112 -3.697 -1.744 -1.862 -0.42
C -0.7050 0.8199 0.8548 -0.374 -0.291 -0.982 -0.20
C -2.0070 0.9948 0.8824 -0.213 0.564 0.498 0.45
N -3.2067 0.7204 1.0358 0.756 0.967 -1.379 -0.51
C -3.3343 -0.3388 1.9359 1.817 0.127 -1.279 0.30
N -2.5690 -1.3493 1.8680 -1.519 0.323 1.508 -0.44
C -1.5878 -1.5817 0.9221 0.882 1.706 -0.199 0.11
C -1.5102 -2.8985 0.5526 -1.437 -0.338 0.298 -0.18
C -0.5120 -3.3155 -0.2875 0.151 1.261 0.800 -0.23
C 0.4264 -2.3893 -0.7645 1.040 -1.736 -2.313 -0.19
C 0.2400 -1.0334 -0.5760 -0.337 -2.546 1.163 -0.22
C -0.6666 -0.6244 0.3739 -0.654 0.632 0.659 -0.02
H 1.8480 2.7397 -2.1958 -0.734 0.357 -0.327 0.20
H 2.5356 1.9651 -0.8418 0.425 -0.607 1.106 0.19
H -0.4532 2.7933 -0.7753 -2.045 1.436 -1.455 0.21
H 1.2819 1.1850 0.8263 2.970 -1.775 0.408 0.21
H 0.4553 2.3565 1.6583 -0.029 2.262 2.645 0.22
H -4.1292 -0.0985 2.5538 -1.419 -0.868 1.903 0.18
H -2.3685 -3.4997 0.9850 1.577 0.200 -0.704 0.23
H -0.5217 -4.3472 -0.3518 0.815 -1.962 -1.028 0.22
H 1.3079 -2.7413 -1.4699 -1.977 0.685 1.609 0.22
H 0.9239 -0.4486 -1.0605 1.397 2.037 -0.844 0.22

---

No. 2
23
Properties=species:S:1:pos:R:3:forces:R:3:nbo_charge:R:1 method="wB97M-V/def2-TZVPD" e_above_lowest_kj_mol=301.8 charge=0 total_energy_ev=-14649.9473 molar_mass_da=170.21
C 2.9740 -0.4433 0.3511 4.625 -1.095 -0.735 -0.21
C 2.9854 0.9171 -0.0153 -0.794 -1.359 0.694 -0.21
C 1.8931 -1.2649 0.2713 -0.802 -1.790 0.851 -0.20
C 1.7724 1.5062 -0.2609 -1.280 -2.897 1.271 -0.23
C 0.6886 -0.6384 0.1708 -0.759 -0.814 -0.261 -0.10
C 0.6176 0.7230 -0.0214 -0.993 0.889 -1.221 0.08
C -1.2945 -0.9644 -1.2537 -0.548 -0.150 -0.893 -0.27
C -1.4855 0.3405 -1.3778 0.435 1.512 -0.324 -0.14
C -2.9524 -0.0429 0.9782 -1.027 -0.887 1.852 0.37
C -0.6337 -1.3538 0.0443 -1.780 4.215 0.728 -0.13
C -0.8943 1.0717 -0.1698 0.531 0.700 0.202 -0.35
C -1.5346 0.2234 0.9837 3.807 -0.274 -0.607 -0.24
O -3.8301 0.3468 0.2644 -0.132 0.979 -1.410 -0.52
H 3.9816 -1.0036 0.4757 -1.565 1.296 -0.039 0.21
H 3.8413 1.5522 -0.0794 0.761 -0.236 0.032 0.22
H 1.8498 -2.3972 0.3680 0.778 1.624 -0.032 0.22
H 1.8169 2.4716 -0.5832 -0.676 2.652 -0.693 0.21
H -1.6481 -1.5856 -2.0700 0.172 -0.611 0.487 0.23
H -1.9957 0.9334 -2.1722 0.600 -0.980 0.536 0.23
H -3.3083 -0.7216 1.7669 0.494 -0.400 0.477 0.11
H -0.9352 -2.2266 0.5728 0.394 -0.833 0.108 0.23
H -0.9492 2.1952 -0.2238 -0.728 -1.099 0.396 0.23
H -0.9590 0.3614 1.9803 -1.510 -0.442 -1.418 0.25

---

No. 3
31
Properties=species:S:1:pos:R:3:forces:R:3:nbo_charge:R:1 method="wB97M-V/def2-TZVPD" e_above_lowest_kj_mol=0.0 charge=0 total_energy_ev=-97810.3975 molar_mass_da=514.46
Al 0.3740 0.1050 0.2249 0.041 0.422 1.136 1.46
Cl -1.8419 0.6940 3.4616 0.193 0.034 0.331 0.05
C -2.4507 0.4637 1.8768 0.219 -0.040 -0.487 -0.04
C -1.5538 0.2987 0.8266 0.266 -0.229 -0.545 -0.50
C -2.1090 0.1073 -0.4347 -0.915 0.314 1.228 0.00
Cl -0.9439 -0.1263 -1.6764 -0.031 -0.309 -1.739 0.13
C -3.4654 0.1072 -0.6994 -0.324 -0.013 -0.056 -0.13
Cl -4.0652 -0.1014 -2.2950 0.049 -0.022 -0.070 0.06
C -4.3390 0.2830 0.3763 0.228 -0.052 -0.143 -0.08
Cl -6.0304 0.2853 0.1098 -0.092 -0.005 -0.053 0.07
C -3.8304 0.4503 1.6643 0.085 0.027 0.029 -0.09
Cl -4.9140 0.6424 2.9793 -0.042 0.022 0.080 0.07
I 2.1412 1.4291 1.9144 0.224 0.430 0.198 0.11
C 1.1994 1.9173 -0.0317 0.257 -0.470 0.223 -1.02
H 2.0306 2.1719 -0.6919 -0.075 -0.276 0.088 0.23
H 0.6447 2.8370 0.1730 -0.145 -0.372 -0.002 0.24
C 4.2798 -3.7934 1.5946 -0.635 -0.197 -0.178 -1.08
Si 2.4867 -4.3143 1.2137 0.262 -0.169 0.226 1.56
C 2.4441 -5.6293 -0.1648 -0.029 0.543 0.471 -1.09
C 1.6997 -4.9953 2.8086 0.228 0.262 -0.616 -1.08
C 1.5830 -2.7669 0.6949 -0.029 0.003 -0.044 -0.44
C 1.0748 -1.6893 0.4265 0.297 0.095 -0.071 -0.57
H 4.8586 -4.6520 1.9238 0.085 -0.185 0.059 0.23
H 4.3116 -3.0484 2.3851 -0.087 0.100 0.117 0.24
H 4.7768 -3.3701 0.7267 0.008 0.049 -0.186 0.24
H 2.9888 -6.5222 0.1304 0.109 -0.096 0.152 0.24
H 2.8949 -5.2607 -1.0811 0.076 0.139 -0.134 0.24
H 1.4261 -5.9286 -0.3944 -0.205 -0.001 -0.005 0.24
H 2.2259 -5.8860 3.1412 0.135 -0.158 -0.001 0.23
H 0.6568 -5.2607 2.6671 -0.185 -0.027 -0.088 0.24
H 1.7489 -4.2657 3.6113 0.029 0.180 0.080 0.24

---

No. 4
32
Properties=species:S:1:pos:R:3:forces:R:3:mulliken_spin:R:1 method="wB97M-V/def2-TZVPD" e_above_lowest_kj_mol=17.5 spin_multiplicity=3 charge=0 total_energy_ev=-358935.3158 s_squared=2.015 molar_mass_da=902.95
Pt 1.4564 -1.8794 -1.4136 -0.360 0.000 0.129 0.67
O -0.4064 0.3892 -2.2422 0.054 0.227 -0.006 0.02
C -1.5900 -0.2838 -1.8996 -0.150 -0.008 0.043 0.00
C -1.5385 -1.0438 -0.5878 -0.095 0.014 -0.178 0.01
C -2.7082 -1.1785 0.1565 0.140 0.065 -0.017 0.00
C -2.6995 -1.9272 1.3153 0.100 -0.026 -0.012 0.00
C -1.5097 -2.5260 1.7071 -0.044 -0.010 0.015 0.00
C -0.3927 -2.3519 0.9188 0.061 0.005 0.041 0.01
N -0.4016 -1.6276 -0.2101 0.201 0.046 -0.082 0.07
H 0.1513 -0.1618 -2.8052 0.038 -0.123 0.063 -0.01
H -1.8975 -0.9892 -2.6801 0.036 0.024 0.021 0.00
H -2.3701 0.4781 -1.8170 0.000 -0.098 0.001 0.00
H -3.6083 -0.6863 -0.1848 -0.029 0.019 -0.007 0.00
H -3.5976 -2.0413 1.9068 -0.015 0.000 0.005 0.00
H -1.4433 -3.1220 2.6059 0.000 -0.001 -0.001 0.00
H 0.5541 -2.8089 1.1763 -0.024 0.031 0.012 -0.01
Se 3.5824 -2.6697 -1.9965 0.181 -0.133 -0.074 0.66
Se 3.3044 -4.7529 -2.9252 0.029 0.130 0.075 0.22
Se 1.0255 -5.1655 -2.6199 -0.105 0.375 -0.201 0.04
Se 0.2081 -3.0681 -3.2570 -0.002 -0.487 0.129 0.26
Br 3.6351 2.1287 2.9476 -0.051 0.117 0.088 0.00
C 2.1495 2.7388 1.9459 0.142 -0.184 -0.021 0.00
C 1.4281 3.8258 2.4210 0.101 -0.038 0.066 0.00
C 0.3401 4.2938 1.7095 -0.062 -0.025 -0.102 0.00
C -0.0269 3.6771 0.5203 -0.056 0.115 0.071 0.00
C 0.6901 2.5942 0.0461 0.160 -0.165 -0.060 -0.01
C 1.7862 2.1166 0.7588 -0.032 -0.032 -0.012 0.03
I 2.8286 0.4535 -0.0041 -0.146 0.165 0.042 0.03
H 1.7293 4.2959 3.3460 0.008 0.009 0.019 0.00
H -0.2177 5.1413 2.0835 -0.013 0.014 -0.001 0.00
H -0.8734 4.0442 -0.0441 -0.012 -0.004 -0.012 0.00
H 0.4123 2.1067 -0.8778 -0.055 -0.019 -0.034 0.00

---

No. 5
31
Properties=species:S:1:pos:R:3:forces:R:3:nbo_charge:R:1 method="wB97M-V/def2-TZVPD" charge=0 smiles="CCOC(=O)Nc1nnc(Cc2ccc(Cl)c(Cl)c2)s1" total_energy_ev=-57057.8788 molar_mass_da=332.21
C 0.8470 4.2965 -0.2146 0.250 3.821 -1.703 -0.63
C 1.1560 3.6478 1.0228 2.127 6.511 3.490 -0.07
O 1.6351 2.4800 0.7878 -0.181 -8.399 -0.462 -0.49
C 2.8817 2.2184 0.6798 3.016 -1.868 -1.860 0.94
O 3.6757 3.0986 0.5957 1.688 -0.076 0.291 -0.59
N 3.2558 0.7554 0.4399 -1.449 2.301 0.654 -0.68
C 2.3944 -0.2666 0.6465 -4.000 0.565 0.481 0.37
N 2.6164 -1.4896 0.5115 5.705 0.522 -0.400 -0.37
N 1.7974 -2.4997 0.8641 -1.587 1.926 -0.493 -0.26
C 0.7230 -1.8639 1.0477 -6.719 0.736 -0.110 0.23
C -0.7448 -2.4682 1.1027 10.039 -6.382 4.462 -0.47
C -1.6170 -2.4593 0.1410 -4.038 1.255 -9.660 -0.08
C -2.7009 -1.6761 0.1112 -2.787 4.590 6.134 -0.13
C -3.5625 -1.2334 -0.8674 5.266 -5.922 -3.784 -0.21
C -3.3574 -1.8071 -2.1680 11.482 -3.007 15.299 -0.24
Cl -4.1951 -1.6418 -3.2955 -9.479 1.957 -13.226 0.29
C -2.1659 -2.6976 -2.1078 -1.556 -0.502 -5.758 0.05
Cl -1.7258 -3.6314 -3.6338 -0.827 0.716 0.169 -0.09
C -1.2573 -2.9759 -1.2275 -1.722 1.994 7.086 -0.23
S 0.5111 0.0654 1.0365 3.533 -3.908 -0.415 0.10
H 0.5490 5.4208 -0.0191 -0.091 -2.434 -0.725 0.22
H 1.7359 4.3507 -0.8594 0.082 0.140 0.397 0.22
H 0.2291 3.6373 -0.7576 -1.713 -0.026 -0.845 0.21
H 0.3376 3.5510 1.6900 -0.851 0.084 0.716 0.19
H 2.0414 4.2786 1.5114 -2.057 -0.980 -0.344 0.19
H 4.1767 0.3495 0.2926 0.308 1.329 0.079 0.44
H -0.9741 -2.4058 2.0495 -2.396 1.632 4.904 0.24
H -0.4951 -3.7234 1.3231 -0.030 2.727 -0.942 0.20
H -2.9730 -1.0528 1.2322 0.939 -2.000 -3.119 0.18
H -4.2879 -0.6164 -0.9217 -4.965 4.455 1.172 0.21
H -0.5063 -3.6408 -1.0135 2.014 -1.756 -1.489 0.25

---

No. 6
32
Properties=species:S:1:pos:R:3:forces:R:3:nbo_charge:R:1 method="wB97M-V/def2-TZVPD" e_above_lowest_kj_mol=19.9 charge=0 smiles="O=C1C(=O)C(Cl)=C(Cl)C(Cl)=C1Cl.C1CN=C2NCCN2C1" total_energy_ev=-71275.8679 molar_mass_da=371.05
O -1.7133 2.7122 -1.9468 -0.433 -1.046 2.057 -0.41
C -1.8845 2.1573 -0.8649 -0.216 0.468 -2.047 0.42
C -2.8612 0.9596 -0.7360 -0.557 -0.382 -2.260 0.42
O -3.3845 0.4850 -1.7426 0.959 0.900 1.867 -0.42
C -3.1206 0.4511 0.6091 0.549 0.286 1.866 -0.15
Cl -4.2294 -0.8335 0.7151 -0.131 -0.134 0.038 0.09
C -2.4990 0.9685 1.7347 -1.409 -1.313 -1.549 -0.06
Cl -2.8592 0.3318 3.2816 0.081 0.097 -0.150 0.10
C -1.5417 2.0367 1.6131 0.984 1.403 -1.901 -0.06
Cl -0.7791 2.6366 3.0215 -0.068 -0.080 -0.096 0.10
C -1.2363 2.5821 0.3726 0.147 -0.216 1.994 -0.15
Cl -0.0991 3.8373 0.2080 0.085 0.095 0.038 0.10
C 3.0285 0.3547 -4.0822 0.416 0.122 0.248 -0.42
C 1.7643 0.3056 -3.2281 -0.286 -0.104 0.020 -0.23
N 0.8632 1.4388 -3.4073 -0.097 0.635 -0.970 -0.59
C 0.9280 2.0233 -4.5604 0.191 -0.817 0.979 0.59
N 0.1697 3.0861 -4.9750 -0.182 -0.205 0.735 -0.62
C 0.4505 3.4727 -6.3332 -0.305 0.606 -0.020 -0.21
C 1.4702 2.4389 -6.7968 0.197 -0.441 -0.229 -0.20
N 1.7740 1.7049 -5.5952 0.052 0.197 -0.201 -0.45
C 2.6995 0.6056 -5.5459 -0.314 -0.087 0.181 -0.20
H 3.6619 1.1689 -3.7118 -0.027 -0.028 -0.108 0.20
H 3.6055 -0.5693 -3.9857 -0.083 0.032 0.030 0.21
H 1.2338 -0.6419 -3.4464 0.058 0.272 0.173 0.17
H 2.0214 0.3074 -2.1601 0.118 -0.282 -0.257 0.19
H -0.5677 3.4447 -4.3825 0.247 -0.139 -0.280 0.42
H 0.8862 4.4774 -6.3855 -0.182 -0.017 -0.023 0.18
H -0.4575 3.4411 -6.9413 0.117 0.124 -0.061 0.19
H 2.3788 2.8982 -7.1989 -0.104 -0.003 -0.098 0.19
H 1.0374 1.7857 -7.5672 0.130 0.011 -0.001 0.18
H 3.5916 0.8718 -6.1206 0.006 -0.060 0.043 0.19
H 2.2650 -0.3023 -5.9956 0.056 0.104 -0.021 0.17